10 unconnected molecules or ions with the total composition C44H92F24N10O20S8 in a non-equilibrium geometry, computed with ωB97M-V with the def2-TZVPD basis set.

Last column: Mulliken charge in e.
Cartesian coordinates (Å):
C  17.00  -7.22  0.99  -0.935
N  17.74  -7.61  2.32  0.028
C  17.38  -9.10  2.60  -0.894
C  19.24  -7.50  2.13  -0.893
C  17.21  -6.70  3.46  -0.501
C  17.42  -5.18  3.29  -0.522
O  18.77  -4.92  3.47  -0.523
H  15.92  -7.36  0.89  0.370
H  17.37  -7.76  0.11  0.391
H  17.32  -6.23  0.69  0.391
H  17.86  -9.80  1.92  0.364
H  16.32  -9.33  2.62  0.385
H  17.66  -9.30  3.64  0.393
H  19.87  -7.49  3.02  0.366
H  19.34  -6.55  1.60  0.379
H  19.56  -8.10  1.28  0.364
H  17.66  -7.00  4.41  0.389
H  16.16  -6.96  3.54  0.430
H  16.84  -4.54  3.96  0.374
H  17.16  -4.83  2.29  0.297
H  19.13  -4.56  2.65  0.345
C  12.65  3.63  18.68  -1.050
N  12.67  2.26  18.11  -0.013
C  11.69  2.15  16.92  -0.935
C  14.13  2.02  17.57  -0.769
C  12.24  1.39  19.35  -0.391
C  11.64  0.06  18.99  -0.802
O  12.49  -0.66  18.13  -0.498
H  13.17  4.36  18.05  0.381
H  13.27  3.68  19.57  0.475
H  11.66  4.04  18.89  0.401
H  10.65  2.36  17.17  0.346
H  11.83  1.12  16.61  0.440
H  11.89  2.88  16.13  0.388
H  14.72  2.46  18.37  0.394
H  14.27  2.58  16.65  0.353
H  14.32  0.95  17.43  0.264
H  11.63  1.98  20.04  0.422
H  13.16  1.23  19.91  0.355
H  10.60  0.02  18.69  0.411
H  11.53  -0.57  19.87  0.504
H  12.01  -1.47  17.93  0.323
C  17.97  0.44  10.83  -0.797
N  19.20  -0.19  10.06  -0.191
C  20.51  0.03  10.78  -0.845
C  19.01  -1.74  9.90  -0.878
C  19.33  0.32  8.61  -0.514
C  19.16  1.79  8.28  -0.714
O  20.00  2.55  9.08  -0.507
H  18.00  -0.06  11.80  0.392
H  17.13  0.17  10.20  0.400
H  18.05  1.52  10.92  0.293
H  20.55  1.10  10.96  0.349
H  21.31  -0.32  10.12  0.362
H  20.66  -0.51  11.71  0.395
H  18.10  -1.79  9.31  0.453
H  18.78  -2.08  10.91  0.381
H  19.93  -2.16  9.48  0.363
H  18.53  -0.23  8.11  0.414
H  20.18  -0.17  8.14  0.487
H  18.13  2.13  8.19  0.441
H  19.61  1.97  7.30  0.388
H  19.87  3.49  8.90  0.329
C  19.01  -6.30  21.07  -0.825
N  17.88  -5.65  20.21  -0.206
C  16.57  -5.83  21.03  -0.850
C  18.11  -4.10  20.04  -0.878
C  17.70  -6.20  18.82  -0.550
C  18.84  -6.11  17.76  -0.661
O  19.14  -4.83  17.25  -0.513
H  18.98  -5.81  22.04  0.405
H  20.00  -6.07  20.66  0.358
H  18.79  -7.37  21.01  0.368
H  15.78  -5.35  20.45  0.403
H  16.80  -5.39  22.00  0.400
H  16.40  -6.90  21.18  0.382
H  19.00  -3.92  19.44  0.371
H  18.22  -3.78  21.08  0.437
H  17.20  -3.58  19.76  0.356
H  16.81  -5.74  18.39  0.411
H  17.39  -7.23  18.99  0.479
H  18.66  -6.84  16.97  0.417
H  19.75  -6.53  18.19  0.342
H  20.07  -4.91  17.04  0.354
C  29.21  1.38  8.14  -1.362
C  30.02  0.15  7.79  -0.186
C  31.51  0.54  7.54  -0.764
N  32.46  -0.68  7.38  0.255
C  32.74  -1.25  8.75  -0.942
C  33.83  -0.35  6.67  -0.549
C  34.24  -1.71  6.05  -0.592
C  33.08  -2.59  6.06  -0.712
C  31.87  -1.72  6.47  -0.746
H  29.22  2.18  7.40  0.354
H  29.78  1.80  8.98  0.341
H  28.20  1.04  8.38  0.370
H  29.63  -0.35  6.91  0.379
H  29.84  -0.50  8.64  0.305
H  31.82  1.16  8.38  0.408
H  31.55  1.11  6.61  0.305
H  33.17  -0.47  9.39  0.384
H  33.36  -2.14  8.76  0.378
H  31.76  -1.48  9.14  0.335
H  34.55  0.06  7.39  0.383
H  33.61  0.34  5.86  0.372
H  34.99  -2.17  6.69  0.247
H  34.79  -1.64  5.11  0.432
H  33.19  -3.43  6.74  0.393
H  32.84  -2.84  5.02  0.324
H  31.09  -2.36  6.86  0.371
H  31.51  -1.13  5.63  0.517
C  23.96  13.02  15.08  -1.228
C  24.69  11.68  15.02  -0.366
C  24.21  10.79  13.81  -0.644
N  25.10  9.47  13.59  0.250
C  26.42  9.86  12.91  -1.113
C  25.36  8.73  14.93  -0.749
C  25.53  7.28  14.53  -0.628
C  24.41  7.07  13.48  -0.528
C  24.40  8.39  12.69  -0.476
H  24.45  13.73  15.74  0.347
H  23.04  12.73  15.60  0.322
H  23.69  13.32  14.06  0.363
H  24.63  11.03  15.89  0.414
H  25.76  11.86  14.96  0.308
H  24.44  11.38  12.93  0.381
H  23.19  10.44  13.95  0.354
H  26.89  10.63  13.52  0.353
H  26.21  10.32  11.94  0.420
H  27.01  8.95  12.93  0.431
H  26.20  9.11  15.51  0.276
H  24.44  8.88  15.50  0.493
H  26.55  7.22  14.16  0.293
H  25.48  6.52  15.31  0.408
H  24.61  6.26  12.78  0.339
H  23.39  6.96  13.84  0.322
H  24.99  8.36  11.78  0.292
H  23.39  8.76  12.51  0.368
C  8.69  -6.90  18.98  0.639
F  7.63  -6.32  18.37  -0.230
F  9.28  -6.09  19.79  -0.213
F  8.30  -7.93  19.68  -0.209
S  9.89  -7.55  17.67  0.997
O  11.11  -7.89  18.48  -0.661
O  9.29  -8.75  17.07  -0.589
N  10.12  -6.14  16.76  -0.404
S  10.65  -6.77  15.45  1.008
O  11.83  -7.65  15.60  -0.630
O  9.54  -7.21  14.61  -0.609
C  11.39  -5.21  14.57  0.592
F  11.71  -5.51  13.28  -0.227
F  10.53  -4.22  14.49  -0.227
F  12.50  -4.72  15.20  -0.237
C  18.07  8.58  9.42  0.661
F  17.88  7.32  8.97  -0.238
F  16.96  9.19  9.71  -0.212
F  18.74  8.62  10.46  -0.211
S  18.91  9.63  8.05  0.987
O  17.92  10.04  7.08  -0.583
O  19.51  10.72  8.83  -0.636
N  20.11  8.57  7.44  -0.380
S  21.03  9.49  6.57  0.953
O  20.34  10.21  5.47  -0.625
O  22.03  10.27  7.30  -0.641
C  22.09  8.15  5.62  0.608
F  22.90  8.85  4.83  -0.213
F  22.77  7.29  6.47  -0.248
F  21.31  7.42  4.88  -0.221
C  11.57  3.00  5.92  0.690
F  10.74  3.86  5.28  -0.218
F  12.21  2.28  5.04  -0.227
F  12.47  3.60  6.69  -0.224
S  10.56  1.84  7.01  0.933
O  11.49  1.35  8.05  -0.566
O  9.46  2.66  7.53  -0.629
N  9.99  0.77  5.74  -0.396
S  10.51  -0.56  6.24  1.064
O  11.98  -0.71  6.27  -0.660
O  9.80  -1.12  7.41  -0.649
C  9.92  -1.73  4.78  0.545
F  10.21  -3.04  5.06  -0.221
F  8.56  -1.55  4.71  -0.224
F  10.48  -1.46  3.58  -0.219
C  24.69  -7.12  13.36  0.619
F  24.92  -7.67  14.60  -0.230
F  25.32  -7.84  12.49  -0.204
F  23.37  -7.11  13.02  -0.222
S  25.39  -5.30  13.26  0.984
O  26.82  -5.48  13.13  -0.553
O  24.63  -4.73  12.18  -0.638
N  24.66  -4.53  14.62  -0.379
S  25.87  -3.74  15.10  1.040
O  27.03  -4.43  15.65  -0.632
O  26.30  -2.66  14.23  -0.673
C  25.08  -2.93  16.67  0.564
F  24.66  -3.92  17.47  -0.229
F  26.01  -2.26  17.38  -0.216
F  24.08  -2.08  16.32  -0.231

Summary:
Total charge ... +2

=====

9 unconnected molecules or ions with the total composition C44H95BClN2O15S8 in a non-equilibrium geometry, computed with ωB97M-V with the def2-TZVPD basis set.

Last column: Mulliken charge in e.
Cartesian coordinates (Å):
C  7.29  -0.45  4.48  -0.613
C  7.44  -1.84  3.90  -0.330
O  7.17  -1.90  2.46  -0.576
B  6.07  -1.22  2.06  1.034
O  4.80  -1.54  2.38  -0.461
N  6.35  -0.01  1.15  0.057
C  5.19  0.89  0.87  -1.805
C  5.75  2.21  0.39  1.083
C  4.68  3.26  0.05  -1.001
C  3.25  2.93  0.48  -0.849
O  2.70  1.97  -0.40  0.035
C  1.44  2.29  -0.98  -0.818
C  0.47  1.15  -0.72  -0.369
O  -0.49  1.16  -1.78  -0.309
C  -1.76  0.78  -1.38  -0.301
C  -2.83  1.64  -1.57  -0.620
C  -4.12  1.28  -1.16  -0.431
C  -4.39  0.06  -0.53  -0.040
C  -5.80  -0.33  -0.06  3.424
C  -6.42  -1.16  -1.22  -2.631
C  -5.78  -1.27  1.16  -2.004
C  -6.72  0.88  0.15  -2.550
C  -6.60  1.71  1.45  2.894
C  -7.43  1.12  2.60  -1.947
C  -7.23  3.11  1.15  -1.801
C  -5.17  1.96  1.90  -1.894
C  -3.30  -0.81  -0.38  -0.547
C  -2.01  -0.46  -0.79  -0.348
C  6.78  2.07  -0.76  -1.818
C  7.43  0.69  -1.04  2.374
C  7.32  0.32  -2.51  -1.812
C  5.96  0.55  -3.11  -0.175
O  4.96  0.69  -2.47  -0.337
C  8.94  0.82  -0.73  -1.312
O  9.51  1.83  -1.52  -0.194
N  10.98  1.70  -1.42  0.177
O  11.41  2.48  -0.70  -0.202
C  6.99  -0.48  -0.12  -0.959
Cl  5.90  -1.69  -0.81  -0.074
H  7.88  -0.43  5.38  -0.182
H  7.71  0.33  3.84  0.320
H  6.27  -0.24  4.78  0.340
H  6.80  -2.56  4.40  0.350
H  8.45  -2.18  4.04  0.328
H  4.69  -2.49  2.28  0.321
H  7.05  0.56  1.63  0.217
H  4.46  0.43  0.21  0.454
H  4.71  1.07  1.83  0.681
H  6.31  2.61  1.25  0.611
H  4.65  3.48  -1.01  0.312
H  4.94  4.19  0.55  0.412
H  3.22  2.53  1.50  0.247
H  2.69  3.86  0.51  0.633
H  1.01  3.20  -0.57  0.280
H  1.57  2.38  -2.05  0.208
H  0.98  0.20  -0.70  0.205
H  -0.04  1.35  0.22  0.387
H  -2.66  2.60  -2.04  0.516
H  -4.89  2.02  -1.32  0.452
H  -7.48  -1.27  -1.03  0.664
H  -5.93  -2.12  -1.33  0.375
H  -6.30  -0.59  -2.14  0.426
H  -6.75  -1.76  1.20  0.329
H  -5.62  -0.77  2.10  0.029
H  -5.06  -2.07  1.03  0.656
H  -6.65  1.52  -0.72  0.739
H  -7.74  0.48  0.13  0.397
H  -8.37  0.71  2.25  0.387
H  -7.69  1.94  3.28  0.586
H  -6.88  0.40  3.20  0.284
H  -8.22  3.22  1.59  0.425
H  -6.58  3.89  1.56  0.394
H  -7.28  3.30  0.08  0.380
H  -5.15  2.43  2.88  0.674
H  -4.56  1.06  1.96  -0.007
H  -4.69  2.64  1.20  0.441
H  -3.41  -1.77  0.09  0.478
H  -1.17  -1.14  -0.66  0.415
H  7.57  2.78  -0.54  0.233
H  6.31  2.45  -1.65  0.326
H  8.03  0.89  -3.11  0.531
H  7.58  -0.73  -2.70  0.417
H  5.92  0.59  -4.20  0.399
H  9.45  -0.13  -0.89  0.665
H  9.04  1.07  0.34  0.632
H  7.87  -1.05  0.18  0.609
C  9.00  4.01  -4.35  -0.767
S  7.26  4.42  -4.24  0.427
O  6.53  3.12  -4.08  -0.508
C  7.06  4.92  -5.95  -1.054
H  9.32  3.63  -3.38  -0.007
H  9.16  3.25  -5.12  0.330
H  9.57  4.92  -4.59  0.491
H  7.34  4.10  -6.61  0.310
H  7.68  5.79  -6.14  0.416
H  6.01  5.17  -6.10  0.353
C  8.78  0.34  8.28  -0.995
S  8.15  -1.34  8.42  0.475
O  7.01  -1.46  7.47  -0.596
C  7.47  -1.16  10.06  -0.929
H  9.23  0.46  7.30  0.318
H  7.96  1.04  8.41  0.287
H  9.54  0.50  9.04  0.415
H  6.74  -0.35  10.07  0.344
H  8.28  -0.95  10.76  0.401
H  6.99  -2.09  10.34  0.331
C  -3.44  -2.78  4.59  -0.872
S  -2.87  -1.07  4.61  0.314
O  -3.94  -0.25  3.99  -0.451
C  -1.60  -1.29  3.35  -0.676
H  -4.28  -2.85  5.27  0.344
H  -3.77  -3.04  3.58  0.204
H  -2.64  -3.43  4.91  0.378
H  -2.06  -1.65  2.43  0.052
H  -0.85  -1.99  3.71  0.480
H  -1.15  -0.32  3.17  0.257
C  4.12  -2.90  13.87  -0.936
S  5.70  -3.58  13.36  0.433
O  6.06  -2.93  12.07  -0.561
C  5.09  -5.22  12.97  -0.936
H  4.27  -1.85  14.11  0.309
H  3.41  -2.98  13.04  0.303
H  3.76  -3.43  14.74  0.373
H  4.31  -5.15  12.21  0.304
H  4.70  -5.69  13.88  0.375
H  5.92  -5.81  12.59  0.307
C  -2.43  -0.71  -4.62  -0.571
S  -4.08  -0.24  -5.16  0.584
O  -5.01  -1.27  -4.62  -0.533
C  -3.82  -0.63  -6.89  -1.046
H  -2.39  -0.58  -3.54  -0.199
H  -2.24  -1.75  -4.88  0.443
H  -1.70  -0.06  -5.10  0.352
H  -3.54  -1.68  -6.99  0.347
H  -3.05  0.02  -7.29  0.301
H  -4.76  -0.45  -7.42  0.355
C  -9.68  -4.72  -3.61  -1.058
S  -9.13  -3.01  -3.52  0.635
O  -10.20  -2.18  -4.14  -0.641
C  -7.81  -3.17  -4.72  -0.982
H  -10.54  -4.83  -2.95  0.339
H  -9.97  -4.96  -4.64  0.290
H  -8.87  -5.38  -3.28  0.376
H  -8.23  -3.52  -5.67  0.483
H  -7.06  -3.87  -4.35  0.364
H  -7.35  -2.19  -4.85  0.196
C  -13.00  -3.49  -5.27  -0.944
S  -14.65  -3.08  -5.84  0.495
O  -15.57  -4.12  -5.30  -0.629
C  -14.35  -3.48  -7.56  -0.921
H  -12.97  -3.35  -4.19  0.323
H  -12.78  -4.53  -5.51  0.338
H  -12.27  -2.83  -5.73  0.374
H  -14.04  -4.52  -7.65  0.291
H  -13.59  -2.81  -7.96  0.338
H  -15.29  -3.33  -8.11  0.325
C  -1.16  3.24  -7.00  -0.782
S  -2.85  3.72  -7.39  0.429
O  -3.67  2.48  -7.33  -0.513
C  -2.55  4.06  -9.13  -0.962
H  -1.13  2.94  -5.96  0.163
H  -0.86  2.41  -7.64  0.292
H  -0.50  4.10  -7.15  0.383
H  -2.16  3.17  -9.62  0.301
H  -1.85  4.89  -9.22  0.374
H  -3.50  4.34  -9.58  0.323

Summary:
Total charge ... +1

=====

Number 1: total energy -254836.47838 eV, frontier orbital gap 0.2197 Eh, HOMO energy -9.48 eV. Number 2: total energy -180728.93723 eV, frontier orbital gap 0.2249 Eh, HOMO energy -9.11 eV.